Record 1
15
Properties=species:S:1:pos:R:3 method="wB97M-V/def2-TZVPD" homo_energy_ha="-0.2936 / -0.2930" total_energy_ha=-729.52542 e_lumo_ev="-0.97 / -4.23" relative_energy_kcal_mol=46.6 gap_ev="7.02 / 3.74" fmax_ev_per_a=3.9 spin_multiplicity=2
C -0.8777 -0.3575 -0.6229
C 0.4376 -1.1529 -0.8040
O 1.2480 -0.6765 -1.8454
C 1.9836 0.4227 -1.6757
O 1.8925 1.1733 -0.7000
O 2.7598 0.7160 -2.6241
O -0.9171 0.8327 -0.8997
F -1.9157 -1.0953 -1.0322
H 0.2011 -2.1966 -1.0332
H 0.9562 -1.1095 0.1663
O -1.8766 -0.7695 3.5608
C -1.5706 0.0352 2.7112
O -1.1858 1.2094 2.7906
Rb 0.2754 3.4089 0.6391
H -1.4106 -0.4407 1.3691

=====

Record 2
44
Properties=species:S:1:pos:R:3 method="wB97M-V/def2-TZVPD" homo_energy_ha="-0.5037 / -0.5036" total_energy_ha=-3383.61573 e_lumo_ev="-8.06 / -9.70" total_charge=+2 relative_energy_kcal_mol=0.0 gap_ev="5.65 / 4.00" fmax_ev_per_a=1.7 spin_multiplicity=2
Ir 0.6863 -0.0084 0.3083
C -4.4097 0.5228 1.6061
C -3.3654 1.4537 1.1257
N -3.4304 2.7472 1.0839
N -2.2316 3.1631 0.5877
C -1.4219 2.1604 0.3115
S 0.1526 2.1147 -0.3796
N -2.1195 1.0633 0.6443
N -1.5618 -0.2120 0.4941
H -5.2831 1.1029 1.8929
H -4.0651 -0.0356 2.4788
H -4.6996 -0.1800 0.8235
H -2.0627 4.1531 0.4607
H -2.0119 -0.7031 -0.2810
H -1.7279 -0.7489 1.3459
F 1.5624 -4.4294 -0.8894
C 2.1599 -3.6483 -0.0207
F 2.8120 -2.6745 -0.6406
F 2.9687 -4.3219 0.7582
S 0.8126 -2.9003 1.0292
O -0.1247 -2.2581 0.0936
O 0.3139 -3.8690 1.9251
N 1.5838 -1.5845 1.6437
S 1.0118 -0.8505 2.9799
O 0.3058 -1.6176 3.9299
O 0.2678 0.3020 2.3434
C 2.5465 -0.1006 3.7884
F 2.9076 -0.9137 4.7432
F 2.1786 1.0693 4.2608
F 3.4917 0.0318 2.8874
I 8.0054 1.1157 -4.2241
C 6.2480 0.8667 -3.1664
C 5.1040 0.4100 -3.8269
C 3.9327 0.2405 -3.1246
C 3.9017 0.5323 -1.7523
C 5.0507 0.9926 -1.0914
C 6.2192 1.1567 -1.7992
C 2.6945 0.3471 -1.0242
O 1.5943 -0.1323 -1.4996
O 2.5516 0.6349 0.2496
H 5.1410 0.1912 -4.8845
H 3.0419 -0.1137 -3.6263
H 5.0206 1.2144 -0.0328
H 7.1121 1.5077 -1.3019

=====

Record 3
120
Properties=species:S:1:pos:R:3 method="wB97M-V/def2-TZVPD" smiles="COC(=O)OC.COC(=O)OC.COC(=O)OC.COC(=O)OC.COC(=O)OC.COC(=O)OC.COC(=O)OC.COC(=O)OC.COC(=O)OC.COC(=O)OC" homo_energy_ha=-0.3804 total_energy_ha=-3436.14549 e_lumo_ev=0.44 relative_energy_kcal_mol=128.4 gap_ev=10.80 fmax_ev_per_a=5.8 spin_multiplicity=1
C -9.9286 16.3419 -10.1458
O -10.9053 17.1765 -9.5552
C -12.1604 16.6131 -9.1077
O -12.4372 15.3924 -9.2002
O -12.8823 17.5051 -8.5513
C -14.1041 17.2532 -7.8419
H -9.4208 15.7554 -9.3801
H -9.0218 16.8598 -10.4582
H -10.2837 15.6486 -10.9082
H -14.8573 17.9757 -8.1562
H -14.2048 17.1727 -6.7595
H -14.5343 16.4475 -8.4368
C -9.5540 13.8811 -20.2289
O -8.2757 14.3350 -19.9453
C -7.3290 13.4377 -19.5368
O -7.4238 12.2496 -19.3451
O -6.2828 14.1608 -19.1411
C -5.2258 13.7325 -18.3976
H -10.1525 14.6601 -20.7011
H -9.9833 13.4431 -19.3278
H -9.4659 13.2165 -21.0883
H -5.2905 14.0238 -17.3493
H -4.2366 13.9269 -18.8122
H -5.1330 12.6465 -18.3917
C -9.7298 16.5462 -14.4215
O -10.5262 16.3813 -15.5793
C -10.0808 16.9514 -16.6385
O -9.1202 17.7400 -16.7614
O -10.7872 16.4979 -17.5558
C -10.5942 16.9884 -18.8781
H -9.3687 17.5458 -14.1796
H -8.9767 15.7594 -14.3786
H -10.3686 16.2889 -13.5766
H -9.6216 17.4712 -18.9742
H -11.4399 17.6106 -19.1706
H -10.5780 16.1414 -19.5640
C -6.2358 15.0116 -14.1098
O -7.1278 14.8940 -13.0433
C -7.0740 13.8658 -12.2505
O -6.2261 12.9895 -12.1513
O -8.2050 13.8837 -11.4895
C -8.4134 13.1757 -10.2960
H -6.5410 14.4910 -15.0175
H -5.2235 14.7120 -13.8385
H -6.2766 16.0661 -14.3828
H -7.5723 13.2488 -9.6067
H -8.7567 12.1474 -10.4098
H -9.1946 13.6594 -9.7096
C -10.0384 13.3876 -16.2517
O -9.8241 12.9538 -14.9528
C -10.7516 13.1267 -14.0462
O -11.8108 13.7719 -14.2425
O -10.4956 12.5659 -12.8616
C -11.4336 12.7407 -11.8395
H -9.5686 14.3707 -16.2821
H -11.0572 13.4455 -16.6351
H -9.4148 12.7216 -16.8481
H -12.4813 12.7090 -12.1386
H -11.3632 13.7134 -11.3527
H -11.3600 11.9621 -11.0803
C -7.9382 9.9922 -13.7884
O -6.8413 10.4805 -14.3914
C -6.8615 10.9304 -15.6805
O -7.7211 10.7432 -16.5532
O -5.7281 11.5576 -15.9419
C -4.6296 11.7256 -15.0734
H -7.6894 9.5817 -12.8098
H -8.3497 9.1310 -14.3150
H -8.6558 10.8126 -13.7803
H -3.7931 12.2096 -15.5774
H -4.2099 10.7792 -14.7324
H -4.9220 12.3799 -14.2521
C -17.2280 16.8937 -10.8508
O -16.0132 17.3132 -11.2962
C -15.2025 16.5226 -12.0422
O -15.5269 15.5345 -12.7088
O -14.0198 17.1471 -12.0267
C -12.8810 16.5120 -12.5828
H -17.5937 17.5036 -10.0248
H -17.1936 15.8063 -10.7835
H -17.9543 16.9930 -11.6575
H -12.9702 16.1528 -13.6080
H -12.6056 15.6197 -12.0205
H -11.9964 17.1487 -12.5932
C -15.0653 13.0513 -9.9263
O -14.9344 12.5974 -11.3074
C -14.9678 11.2830 -11.5076
O -15.0935 10.4722 -10.5848
O -14.7646 11.0028 -12.7957
C -14.9881 11.8837 -13.8664
H -16.1114 12.8779 -9.6739
H -14.9598 14.1314 -10.0282
H -14.4764 12.6681 -9.0930
H -14.6876 11.3100 -14.7431
H -14.4610 12.8319 -13.7603
H -16.0410 12.1417 -13.7518
C -10.7760 7.4347 -19.9163
O -11.6658 8.5895 -19.7775
C -11.2510 9.6964 -19.1932
O -10.1462 9.8865 -18.7221
O -12.2798 10.4665 -19.1398
C -12.1518 11.6568 -18.3965
H -10.2519 7.1771 -18.9960
H -10.0127 7.6119 -20.6740
H -11.2932 6.5022 -20.1424
H -11.2474 11.8486 -17.8191
H -12.9698 11.5982 -17.6785
H -12.4078 12.4620 -19.0851
C -11.7444 11.6126 -7.6292
O -11.2000 10.8868 -8.7000
C -11.8986 9.8971 -9.2698
O -12.9101 9.3522 -8.7900
O -11.2455 9.5023 -10.3957
C -11.5570 8.2515 -10.9920
H -11.6702 10.9359 -6.7779
H -12.8082 11.8502 -7.6221
H -11.0892 12.4805 -7.5547
H -11.0454 7.4654 -10.4367
H -11.4214 8.1639 -12.0700
H -12.6369 8.1224 -10.9189

=====

Record 4
55
Properties=species:S:1:pos:R:3 method="wB97M-V/def2-TZVPD" homo_energy_ha="-0.2683 / -0.2667" total_energy_ha=-2103.78807 e_lumo_ev="-0.17 / -0.28" relative_energy_kcal_mol=25.3 gap_ev="7.13 / 6.97" fmax_ev_per_a=1.1 spin_multiplicity=2
Ru -0.4360 -0.4034 -0.0593
O -3.6102 0.9059 1.3880
C -3.2193 0.3458 0.3686
O -2.4194 -0.6777 0.3674
C -3.6189 0.8436 -0.9857
C -4.9512 0.9276 -1.3641
C -5.2932 1.3882 -2.6250
C -4.2931 1.7849 -3.5049
C -2.9621 1.7220 -3.1280
C -2.6094 1.2557 -1.8622
S -0.9087 1.3585 -1.3862
H -5.7165 0.6267 -0.6599
H -6.3324 1.4394 -2.9217
H -4.5519 2.1473 -4.4918
H -2.1843 2.0372 -3.8122
C 4.2280 -0.0373 -1.1215
Si 2.3926 0.3793 -1.1835
C 2.2038 1.6652 0.1808
C 2.0750 1.1667 -2.8581
N 1.2309 -0.9393 -0.8917
C 1.4803 -2.3281 -0.9164
C 2.7521 -2.8978 -1.0648
C 2.9533 -4.2674 -1.1322
C 1.8883 -5.1468 -1.0554
C 0.6115 -4.6292 -0.9133
C 0.4379 -3.2671 -0.8511
F -0.8475 -2.8302 -0.7248
H 4.7425 0.9272 -1.1604
H 4.5773 -0.6238 -1.9713
H 4.5324 -0.5364 -0.2002
H 2.9232 2.4664 -0.0132
H 2.4439 1.2388 1.1594
H 1.2139 2.1224 0.2278
H 3.0137 1.2890 -3.4040
H 1.6118 2.1481 -2.7588
H 1.4055 0.5530 -3.4608
H 3.6103 -2.2573 -1.1250
H 3.9616 -4.6438 -1.2467
H 2.0423 -6.2158 -1.1048
H -0.2634 -5.2617 -0.8493
C -0.3030 2.1612 4.9077
N -0.2259 1.1452 3.8845
C 0.4308 -0.1388 4.0588
C 0.3002 -0.7320 2.6656
O 0.6304 -1.8263 2.2806
N -0.3096 0.2103 1.8623
C -0.5981 1.2837 2.6035
N -1.1714 2.3746 2.1070
H -0.2896 1.6744 5.8806
H -1.2449 2.7061 4.8415
H 0.5303 2.8648 4.8510
H -0.0882 -0.7628 4.7882
H 1.4800 -0.0412 4.3440
H -1.7550 2.2312 1.2909
H -1.5010 3.0739 2.7502

=====

Record 5
69
Properties=species:S:1:pos:R:3 method="wB97M-V/def2-TZVPD" homo_energy_ha="-0.5626 / -0.5628" total_energy_ha=-2083.77859 e_lumo_ev="-11.36 / -11.54" total_charge=+3 relative_energy_kcal_mol=354.8 gap_ev="3.95 / 3.77" fmax_ev_per_a=16.4 spin_multiplicity=1
La 0.3751 -0.2161 0.9361
P 1.7427 -1.0638 2.4970
P 1.5508 1.7552 0.5830
P -0.6610 -2.2388 0.4268
H -0.6830 1.8776 -8.5473
C -1.6278 1.3496 -8.4455
C -2.7588 1.9877 -8.1550
H -2.7866 3.0642 -8.0070
C 3.2088 -1.9790 1.8472
C 2.6012 0.0317 3.7189
C 1.1152 -2.2993 3.7284
C 0.7907 2.8676 -0.6666
C 1.9230 3.0236 1.8815
C 3.2272 1.5364 -0.1521
C -1.9559 -2.1541 -0.8804
C -1.5218 -3.3122 1.6636
C 0.4642 -3.4858 -0.3220
H -1.5999 0.2731 -8.5935
H -3.7035 1.4596 -8.0532
H 3.8801 -2.3069 2.6490
H 3.7468 -1.3244 1.1563
H 2.8705 -2.8520 1.2824
H 3.1735 -0.5641 4.4386
H 1.8570 0.6204 4.2626
H 3.2819 0.7181 3.2100
H 1.7567 -3.1874 3.7548
H 0.0964 -2.6028 3.4851
H 1.1073 -1.8453 4.7232
H 1.2822 3.8467 -0.6410
H -0.2755 2.9781 -0.4587
H 0.8923 2.4286 -1.6614
H 2.9190 3.4499 1.7171
H 1.8794 2.5984 2.8853
H 1.1879 3.8302 1.8115
H 3.6386 2.4884 -0.5060
H 3.1370 0.8401 -0.9895
H 3.9117 1.0982 0.5787
H -2.5473 -3.0764 -0.8829
H -1.4766 -2.0218 -1.8522
H -2.6147 -1.2996 -0.7120
H -2.2651 -3.9405 1.1609
H -2.0256 -2.7010 2.4167
H -0.8010 -3.9633 2.1659
H -0.0987 -4.2681 -0.8441
H 1.0825 -3.9355 0.4592
H 1.1216 -2.9709 -1.0271
C -0.8444 0.3750 -1.9157
C 0.3258 -0.0312 -2.6012
C 0.3546 -0.1127 -3.9927
C -0.7693 0.2010 -4.7591
C -1.9342 0.6053 -4.0980
C -1.9772 0.6923 -2.7107
O -0.9517 0.4920 -0.6022
H 1.4853 -0.7695 -0.1396
H 1.1974 -0.2880 -2.0056
H 1.2737 -0.4281 -4.4833
H -0.7403 0.1327 -5.8426
H -2.8236 0.8549 -4.6730
H -2.8837 1.0122 -2.2023
N -2.6951 0.5600 4.9539
C -2.3453 1.8371 4.3228
C -1.4770 1.6431 3.1099
O -1.0678 2.6814 2.4253
O -1.1194 0.4330 2.7538
H -3.2352 -0.0361 4.2857
H -3.2884 0.7431 5.7949
H -1.8299 0.0556 5.2590
H -3.2757 2.3660 4.0215
H -1.7968 2.4678 5.0559

=====

Record 6
17
Properties=species:S:1:pos:R:3 method="wB97M-V/def2-TZVPD" homo_energy_ha=-0.4615 total_energy_ha=-628.11095 e_lumo_ev=-9.70 total_charge=+1 relative_energy_kcal_mol=167.0 gap_ev=2.86 fmax_ev_per_a=2.5 spin_multiplicity=1
N -5.3543 0.2316 -0.6956
C 2.5271 -0.5403 -0.9210
C 3.6297 -0.9950 -0.2635
S -1.3014 -0.0782 0.5312
C 1.7419 0.5996 -0.3516
N 1.8667 0.6082 1.1028
H -5.4191 0.9193 -1.4123
H -4.4801 -0.1636 -0.3777
H -5.9732 -0.5508 -0.8663
H 2.2748 -0.9682 -1.8820
H 3.8125 -0.5562 0.7085
H 4.2668 -1.7965 -0.6057
H -2.0302 0.7963 1.2391
H 0.6540 0.5283 -0.6677
H 2.1376 1.5086 -0.8207
H 1.8300 1.5903 1.3681
H 0.9937 0.2417 1.4892

=====

Record 7
55
Properties=species:S:1:pos:R:3 method="wB97M-V/def2-TZVPD" homo_energy_ha=-0.6172 total_energy_ha=-2128.15988 e_lumo_ev=-10.93 total_charge=+3 relative_energy_kcal_mol=0.0 gap_ev=5.86 fmax_ev_per_a=0.2 spin_multiplicity=1
Rh 1.0118 0.0122 -0.6008
N 0.5755 1.1825 3.1920
C 0.7691 -0.1378 3.5258
C 1.0019 -0.8141 2.3674
N 0.9589 0.1057 1.3486
C 0.6936 1.3051 1.8675
C 0.6164 2.3609 0.8825
N 0.7885 1.9385 -0.3706
C 0.7364 3.0224 -1.2098
C 0.5292 4.1211 -0.4316
N 0.4605 3.6872 0.8703
H 0.3877 1.9219 3.8561
H 0.7316 -0.4808 4.5462
H 1.2097 -1.8593 2.2115
H 0.8384 2.9477 -2.2791
H 0.4254 5.1604 -0.6950
H 0.3123 4.2889 1.6697
O 2.9057 -0.1466 -1.1409
S 4.1552 0.8043 -1.3629
C 5.2527 -0.2487 -2.3403
C 6.0689 -1.0594 -1.3423
C 6.4349 -0.0839 -0.2296
C 5.1376 0.6336 0.1600
H 5.8669 0.4564 -2.9070
H 4.6268 -0.8040 -3.0379
H 6.9471 -1.4768 -1.8323
H 5.4772 -1.8914 -0.9567
H 7.1714 0.6403 -0.5801
H 6.8564 -0.5826 0.6417
H 5.2722 1.6234 0.5919
H 4.5127 0.0226 0.8147
O -0.8885 -0.4665 -0.7195
S -1.9875 -0.6905 0.4041
C -2.6304 -2.2854 0.0107
C -2.6281 -2.7751 -1.2902
C -3.2134 -4.0080 -1.5199
C -3.7889 -4.7181 -0.4699
C -3.7812 -4.2092 0.8209
C -3.1879 -2.9818 1.0769
C -3.2630 0.4465 -0.0364
C -4.1182 0.8081 0.9987
C -5.2079 1.6147 0.7040
C -5.4116 2.0532 -0.5972
C -4.5340 1.6922 -1.6155
C -3.4488 0.8761 -1.3447
H -2.1895 -2.2121 -2.1025
H -3.2320 -4.4133 -2.5222
H -4.2436 -5.6805 -0.6622
H -4.2258 -4.7699 1.6314
H -3.1637 -2.5835 2.0842
H -3.9479 0.4648 2.0126
H -5.8940 1.9001 1.4894
H -6.2628 2.6817 -0.8220
H -4.7099 2.0351 -2.6260
H -2.7740 0.5716 -2.1335

=====

Record 8
16
Properties=species:S:1:pos:R:3 method="wB97M-V/def2-TZVPD" smiles=CSS.O.O.O homo_energy_ha=-0.3062 total_energy_ha=-1066.14634 e_lumo_ev=0.33 relative_energy_kcal_mol=27.3 gap_ev=8.66 fmax_ev_per_a=2.5 spin_multiplicity=1
C 2.7616 1.5079 -0.6578
S 2.9749 2.7069 -1.9388
S 1.3666 4.0534 -1.4673
H 1.7074 1.1160 -0.5589
H 3.3520 1.8845 0.2851
H 3.3883 0.7071 -1.0831
H 0.6023 3.0578 -1.1422
O -3.4792 -4.1932 1.2447
H -4.3553 -4.4279 1.5513
H -3.6897 -3.4848 0.6179
O -1.5911 0.1116 2.7578
H -1.4094 -0.7354 3.1476
H -0.9516 0.7245 3.1570
O 0.1663 -0.9770 -1.8372
H -0.3455 -1.8079 -2.0992
H -0.4977 -0.2434 -1.9769

=====

Record 9
107
Properties=species:S:1:pos:R:3 method="wB97M-V/def2-TZVPD" homo_energy_ha=-0.2692 total_energy_ha=-6030.47980 e_lumo_ev=-0.21 relative_energy_kcal_mol=0.0 gap_ev=7.12 fmax_ev_per_a=2.5 spin_multiplicity=1
Cd 9.3790 8.6671 14.6556
I 10.8102 10.4769 18.7005
C 12.1819 9.8384 20.1873
C 11.7216 9.4851 21.4584
C 12.6190 9.3118 22.5182
C 14.0002 9.3724 22.3443
C 14.5386 9.6962 21.0789
C 15.9359 9.7989 20.8697
C 16.4541 10.0668 19.5923
C 15.5582 10.0341 18.4925
C 14.1921 9.8487 18.6190
P 13.2924 9.5035 17.0808
C 14.3858 8.4150 16.1504
C 15.3788 8.8021 15.1741
C 16.1164 7.8436 14.4870
C 15.8178 6.5061 14.6250
C 14.7960 6.1058 15.4590
C 14.0494 7.0201 16.2130
C 13.4955 11.0727 16.1484
C 14.0712 12.2156 16.7247
C 14.3095 13.3426 15.9192
C 13.7958 13.4054 14.6067
C 13.1434 12.3049 14.1060
C 13.0218 11.1395 14.8197
C 13.5755 9.8284 19.9290
H 10.6531 9.4644 21.6458
H 12.3263 9.2043 23.5790
H 14.6798 9.1408 23.1788
H 16.5674 9.5712 21.7391
H 17.5159 10.1618 19.4176
H 15.9923 10.2840 17.5064
H 15.5430 9.8437 14.9982
H 16.9025 8.2703 13.8097
H 16.3442 5.7298 14.0329
H 14.4821 5.0544 15.5222
H 13.1836 6.6442 16.7027
H 14.2721 12.2617 17.7926
H 14.8736 14.1863 16.3274
H 13.9665 14.3306 14.0274
H 12.7055 12.4740 13.1426
H 12.6686 10.2092 14.3318
C 6.2691 7.7427 17.5964
N 7.5267 7.3465 18.2491
C 8.6532 6.9640 17.5629
Se 8.5988 6.4398 15.7600
N 9.6251 6.6143 18.4859
C 9.1507 6.7722 19.7703
C 9.6977 6.5157 21.0006
C 8.9067 6.7887 22.1014
C 7.5643 7.2440 21.9761
C 7.0262 7.4760 20.7151
C 7.8323 7.2635 19.6340
H 6.1707 7.1370 16.6610
H 6.2629 8.8420 17.3160
H 5.4464 7.4643 18.3117
H 10.4565 6.1207 18.2090
H 10.7048 6.2211 21.1645
H 9.2856 6.6643 23.1167
H 6.9247 7.3504 22.8454
H 6.0123 7.7726 20.5194
O 8.2335 11.7560 17.3796
C 8.2316 11.0117 16.4511
N 8.2981 10.2730 15.4991
C 8.9652 12.6896 11.9410
C 8.4806 11.4120 11.2528
C 7.2590 10.9291 12.0650
C 8.1651 11.6009 9.7800
O 9.5687 10.4524 11.3232
Si 9.9232 8.9121 11.1423
S 11.0808 8.4401 13.0032
O 8.5853 8.0800 10.7871
C 8.3384 6.7811 10.1324
C 8.9289 6.8316 8.6925
C 8.9498 5.6303 10.9731
C 6.8289 6.6494 10.1186
O 11.0048 8.6241 10.0006
C 12.4498 8.5879 9.7283
C 13.0470 9.8806 10.3088
C 12.6361 8.4766 8.2171
C 13.0480 7.3687 10.4201
H 8.2602 13.5075 11.8226
H 9.9011 13.0000 11.4727
H 9.2181 12.4871 13.0072
H 6.4499 11.6488 11.9804
H 7.5036 10.8307 13.1385
H 6.9793 9.8989 11.7232
H 7.5923 12.5054 9.6637
H 7.6070 10.7289 9.3989
H 9.0763 11.7829 9.2104
H 9.9910 7.1004 8.6941
H 8.3436 7.6045 8.1664
H 8.8270 5.8617 8.1078
H 10.0282 5.8744 11.2271
H 8.8418 4.6859 10.4142
H 8.4296 5.5626 11.9119
H 6.3366 7.4516 9.5823
H 6.4710 6.6829 11.1482
H 6.5089 5.6831 9.7422
H 12.4733 10.7360 9.9859
H 14.0996 10.0303 9.9904
H 12.9857 9.8886 11.4400
H 12.0021 9.2052 7.7082
H 12.4231 7.3909 7.9494
H 13.7190 8.7236 8.0406
H 13.0495 7.4856 11.5168
H 14.0103 7.1996 9.8960
H 12.3648 6.5273 10.2328